Density functional theory data (the ωB97M-V functional and the def2-TZVPD basis) for a 2-piece molecular cluster, C7H14N2 overall in a non-equilibrium geometry.

ORCA input file:
```
! RIJCOSX wB97M-V def2-TZVPD def2/J DEFGRID3
* xyz 0 1
C 2.599 2.934 -1.162
C 1.461 2.254 -0.504
C 1.111 2.040 0.790
N -0.139 1.464 0.780
C -0.509 1.367 -0.524
N 0.439 1.823 -1.333
H 3.358 2.276 -1.615
H 3.367 3.338 -0.489
H 2.265 3.598 -1.947
H 1.598 2.318 1.705
H -0.549 0.886 1.499
H -1.389 0.870 -0.876
C -0.179 -2.031 1.062
C -1.618 -2.481 0.792
C -1.991 -2.414 -0.673
H -0.035 -2.161 2.134
H 0.036 -1.018 0.717
H 0.503 -2.644 0.467
H -1.628 -3.531 1.115
H -2.334 -1.875 1.330
H -1.264 -2.785 -1.414
H -2.918 -2.889 -1.014
H -2.185 -1.339 -0.841
*
```

The value obtained for the HOMO-LUMO gap is 9.52 eV. The calculation puts the LUMO energy at 0.9 eV. The relative energy (zero: lowest compared OMol25 entry of this formula, charge and spin) is 60.29 kJ/mol. Its structure (SMILES) is Cc1c[nH]cn1.CCC. As for the molar mass: 126.2 g mol⁻¹.